Computed, not measured: a cluster of 2 separate species, C34H34O7 in total at a distorted geometry, with wB97M-V/def2-TZVPD.

Computed properties:
- E_LUMO: -2.51 eV
- Highest occupied orbital energy: -5.46 eV
- Gap between HOMO and LUMO: 2.9 eV

Last columns: bonded neighbours and bond lengths (Å).
Positions of all 75 atoms, in Å:
1 C 1.588 6.200 1.595  C2 1.498, H20 1.090, H21 1.094, H22 1.094
2 C 1.335 5.299 0.425  C1 1.498, O3 1.447, H23 1.098, H24 1.097
3 O 0.127 4.581 0.768  C2 1.447, C4 1.342
4 C -0.142 3.561 -0.061  O3 1.342, C5 1.469, O19 1.233
5 C -1.361 2.794 0.229  C4 1.469, C6 1.470, C11 1.423
6 C -1.933 2.810 1.583  C5 1.470, O7 1.236, O8 1.349
7 O -2.938 2.185 1.940  C6 1.236
8 O -1.300 3.580 2.493  C6 1.349, C9 1.440
9 C -2.003 3.617 3.749  O8 1.440, C10 1.501, H25 1.100, H26 1.098
10 C -1.240 4.547 4.647  C9 1.501, H27 1.092, H28 1.093, H29 1.094
11 C -2.144 2.313 -0.857  C5 1.423, C12 1.433, C18 1.431
12 C -3.291 1.481 -0.651  C11 1.433, C13 1.374, H30 1.083
13 C -4.119 1.086 -1.674  C12 1.374, C14 1.419, H31 1.087
14 C -3.854 1.484 -3.010  C13 1.419, O15 1.360, C17 1.413
15 O -4.764 1.140 -3.960  C14 1.360, C16 1.446
16 C -4.661 1.705 -5.287  O15 1.446, H32 1.090, H33 1.099, H34 1.098
17 C -2.692 2.247 -3.264  C14 1.413, C18 1.385, H35 1.090
18 C -1.873 2.648 -2.222  C11 1.431, C17 1.385, H36 1.086
19 O 0.640 3.338 -0.988  C4 1.233
20 H 2.520 6.744 1.440  C1 1.090
21 H 0.769 6.914 1.711  C1 1.094
22 H 1.676 5.620 2.518  C1 1.094
23 H 1.156 5.859 -0.503  C2 1.098
24 H 2.165 4.597 0.278  C2 1.097
25 H -3.025 3.991 3.588  C9 1.100
26 H -2.038 2.600 4.162  C9 1.098
27 H -1.728 4.576 5.624  C10 1.092
28 H -0.208 4.221 4.792  C10 1.093
29 H -1.233 5.565 4.245  C10 1.094
30 H -3.522 1.193 0.368  C12 1.083
31 H -5.010 0.498 -1.467  C13 1.087
32 H -5.538 1.315 -5.802  C16 1.090
33 H -4.696 2.803 -5.269  C16 1.099
34 H -3.746 1.370 -5.794  C16 1.098
35 H -2.454 2.570 -4.279  C17 1.090
36 H -0.991 3.237 -2.455  C18 1.086
37 C 5.065 -0.142 4.447  O38 1.443, H59 1.090, H60 1.098, H61 1.098
38 O 3.939 -1.036 4.335  C37 1.443, C39 1.358
39 C 3.242 -1.104 3.171  O38 1.358, C40 1.423, C58 1.418
40 C 2.054 -1.886 3.184  C39 1.423, C41 1.369, H62 1.089
41 C 1.195 -1.843 2.118  C40 1.369, C42 1.435, H63 1.090
42 C 1.479 -1.057 0.952  C41 1.435, C43 1.414, C57 1.431
43 C 0.491 -0.989 -0.057  C42 1.414, C44 1.426, H64 1.095
44 C 0.625 -0.420 -1.358  C43 1.426, C45 1.427, C56 1.412
45 C -0.008 -1.032 -2.482  C44 1.427, C46 1.376, H65 1.089
46 C 0.031 -0.453 -3.730  C45 1.376, C47 1.403, H66 1.091
47 C 0.693 0.775 -3.883  C46 1.403, O48 1.394, C55 1.391
48 O 0.602 1.420 -5.116  C47 1.394, C49 1.402
49 C 1.675 1.147 -5.977  O48 1.402, C50 1.394, C54 1.394
50 C 1.403 0.381 -7.109  C49 1.394, C51 1.394, H67 1.089
51 C 2.470 -0.054 -7.893  C50 1.394, C52 1.398, H68 1.091
52 C 3.775 0.345 -7.589  C51 1.398, C53 1.398, H69 1.091
53 C 4.020 1.150 -6.473  C52 1.398, C54 1.397, H70 1.091
54 C 2.967 1.551 -5.647  C49 1.394, C53 1.397, H71 1.089
55 C 1.383 1.368 -2.831  C47 1.391, C56 1.381, H72 1.089
56 C 1.309 0.795 -1.577  C44 1.412, C55 1.381, H73 1.083
57 C 2.756 -0.413 0.900  C42 1.431, C58 1.383, H74 1.088
58 C 3.601 -0.399 1.994  C39 1.418, C57 1.383, H75 1.093
59 H 5.395 -0.269 5.478  C37 1.090
60 H 5.875 -0.421 3.759  C37 1.098
61 H 4.772 0.902 4.274  C37 1.098
62 H 1.839 -2.480 4.071  C40 1.089
63 H 0.273 -2.425 2.133  C41 1.090
64 H -0.433 -1.546 0.133  C43 1.095
65 H -0.514 -1.985 -2.335  C45 1.089
66 H -0.444 -0.902 -4.604  C46 1.091
67 H 0.369 0.111 -7.320  C50 1.089
68 H 2.266 -0.703 -8.746  C51 1.091
69 H 4.602 0.032 -8.230  C52 1.091
70 H 5.035 1.468 -6.229  C53 1.091
71 H 3.136 2.157 -4.758  C54 1.089
72 H 1.913 2.303 -3.005  C55 1.089
73 H 1.748 1.311 -0.733  C56 1.083
74 H 3.092 0.081 -0.009  C57 1.088
75 H 4.535 0.167 1.962  C58 1.093

Atom charges from the Mulliken analysis, given in e for atoms 1 to 6:
1. C -1.2098
2. C -0.1093
3. O -0.2965
4. C -0.0312
5. C 0.3342
6. C 0.4855